(1)
166
Properties=species:S:1:pos:R:3:mulliken_charge:R:1 method="wB97M-V/def2-TZVPD" homo_energy_ev=-9.3 spin_multiplicity=1
C 2.19466 4.87820 4.72394 -0.94
C 0.72135 5.17092 4.81139 0.68
O 0.17351 5.33564 5.88368 -0.59
C -0.03198 5.17722 3.49819 -0.43
H 2.45282 4.33893 3.86263 0.09
H 2.71102 4.56112 5.66392 0.32
H 2.66138 5.85125 4.50853 0.36
H 0.21778 5.95162 2.78049 0.55
H -1.06570 5.13356 3.74107 0.31
H 0.27553 4.23090 2.99953 -0.31
C 0.19190 -6.62431 0.05565 -0.98
C 1.04407 -5.85479 -0.95862 0.91
O 1.25959 -4.67357 -0.82580 -0.27
C 1.59568 -6.62447 -2.13847 -1.29
H 0.60993 -7.62054 0.15265 0.47
H -0.84346 -6.79742 -0.21316 0.31
H 0.28002 -6.06553 0.97239 -0.05
H 1.30489 -7.64175 -2.23446 0.42
H 2.64254 -6.44436 -2.23186 0.36
H 1.24391 -6.10099 -3.02770 0.20
C 4.79646 -2.32610 -2.95195 -0.64
C 4.59111 -1.50403 -4.11252 0.53
O 4.69047 -2.02432 -5.22596 -0.64
C 4.00381 -0.09532 -3.96072 0.07
H 4.78668 -3.40351 -3.17655 0.29
H 3.99978 -2.05815 -2.20693 -0.10
H 5.72654 -1.93974 -2.58288 0.49
H 3.16259 -0.14073 -4.62524 -0.28
H 4.71437 0.69496 -4.25953 0.46
H 3.52130 0.21967 -2.99895 -0.18
O -3.46089 -1.77487 0.44325 -0.17
C -4.33120 -2.49836 0.06603 0.13
O -4.91286 -3.36732 0.93870 -0.38
C -5.68018 -4.35369 0.17174 -0.42
C -6.10267 -3.59704 -1.08084 -0.64
C -4.85068 -2.63978 -1.31096 -0.03
H -6.52103 -4.69024 0.77463 0.33
H -5.04375 -5.19280 -0.09599 0.25
H -7.04231 -3.09471 -0.88603 0.30
H -6.17258 -4.28208 -1.94946 0.32
H -5.10109 -1.71559 -1.78487 0.43
H -4.11313 -3.13554 -1.89472 -0.05
O -2.80201 4.52397 1.32890 -0.55
C -3.83588 3.93471 1.14315 0.46
O -4.92901 4.17956 1.90303 -0.39
C -6.04313 3.30220 1.49715 -0.33
C -5.69259 2.84428 0.09489 -0.73
C -4.13997 2.81051 0.18179 0.61
H -6.97498 3.87521 1.69332 0.36
H -6.03228 2.48356 2.16609 0.18
H -6.00396 3.50616 -0.68445 0.29
H -6.14628 1.87863 -0.09319 0.36
H -3.58888 2.76222 -0.74169 -0.06
H -3.84782 1.82132 0.56452 -0.17
O -2.02987 -3.93593 -2.36223 -0.70
C -1.03635 -3.33306 -2.72717 -0.10
O -0.23542 -3.86750 -3.65754 -0.42
C 0.75474 -2.90217 -4.07230 -0.07
C 0.53281 -1.56238 -3.25232 1.09
C -0.50173 -2.06234 -2.13938 1.32
H 0.63290 -2.82511 -5.19046 0.14
H 1.72277 -3.35435 -3.92265 0.18
H 0.09913 -0.75788 -3.81127 -1.10
H 1.42073 -1.26747 -2.74819 -0.07
H -1.26471 -1.29676 -1.96458 0.34
H 0.08327 -2.36373 -1.26620 -0.77
O 0.21611 0.90163 -1.08080 -0.56
C 0.06015 0.96255 0.12034 -0.17
O -1.16917 1.29456 0.64716 0.44
C -1.01899 1.51091 2.04150 -0.03
C 0.47241 1.30833 2.46492 -0.33
C 1.03164 0.60985 1.25378 0.75
H -1.69025 0.79179 2.57091 0.03
H -1.19903 2.56886 2.34393 -0.24
H 0.59579 0.72281 3.34627 1.02
H 0.90589 2.33249 2.61465 -0.77
H 0.90813 -0.44246 1.36959 -0.09
H 2.00759 0.79276 0.84790 -0.35
O 2.52526 3.11669 0.95569 -0.38
C 1.88777 3.59654 0.09258 0.20
O 0.59856 3.98513 0.33502 0.05
C -0.08153 4.17753 -0.98680 -0.29
C 1.03483 4.40938 -1.97254 -0.38
C 2.25275 3.71644 -1.31083 -0.09
H -0.82122 4.95234 -0.83007 0.55
H -0.64540 3.29076 -1.07451 -0.11
H 1.22846 5.45510 -2.10675 0.41
H 0.79029 4.02216 -2.98413 0.10
H 3.16564 4.23673 -1.47945 0.58
H 2.57902 2.77410 -1.78453 -0.44
O 1.99484 -1.20189 3.61794 -0.58
C 2.58577 -2.09320 3.03126 0.14
O 2.54640 -2.33834 1.74444 0.10
C 3.18212 -3.60271 1.51329 0.31
C 4.18011 -3.81862 2.59244 -0.49
C 3.51335 -3.05455 3.76875 -0.52
H 3.65003 -3.38294 0.54399 0.16
H 2.32575 -4.35796 1.39516 -0.33
H 5.11645 -3.34283 2.29954 0.20
H 4.37845 -4.87897 2.66323 0.43
H 4.18993 -2.43127 4.36052 0.39
H 2.91961 -3.72058 4.39487 0.15
O 0.91649 -4.65318 4.56612 -0.69
C 0.11678 -4.06907 3.92878 0.55
O 0.16425 -4.11821 2.60466 -0.25
C -0.90525 -3.30581 2.04424 -0.12
C -1.09441 -2.21798 3.07220 0.91
C -0.92905 -3.03650 4.35372 -0.85
H -1.84836 -3.90039 1.99766 0.26
H -0.71937 -3.11245 1.00695 -0.14
H -2.08165 -1.70497 2.98341 0.51
H -0.32087 -1.45252 3.00198 -0.82
H -1.80035 -3.57659 4.68660 0.36
H -0.59706 -2.53039 5.26275 0.32
O 0.43756 1.88236 -5.99220 -0.58
C 0.74536 0.88371 -6.63238 0.55
O 1.95772 0.69569 -7.12290 -0.40
C 2.04462 -0.64933 -7.63171 -0.10
C 0.61221 -0.99417 -7.97035 -0.86
C -0.20511 -0.23541 -6.95817 0.20
H 2.45170 -1.28506 -6.81597 -0.03
H 2.69757 -0.71867 -8.49798 0.36
H 0.54616 -2.07357 -8.07046 0.39
H 0.44629 -0.52864 -8.96916 0.28
H -0.47508 -0.71651 -6.01171 -0.06
H -1.15484 0.19572 -7.24798 0.28
O -2.63684 1.67563 -7.17801 -0.64
C -2.33531 2.08197 -6.11150 0.46
O -2.19513 1.24679 -5.04200 -0.37
C -1.63265 1.93731 -3.92890 0.05
C -2.18481 3.39309 -4.07920 -0.45
C -2.17018 3.51902 -5.67504 -0.62
H -0.51739 2.08755 -3.88533 -0.25
H -1.98498 1.47954 -3.04420 0.64
H -1.60801 4.16673 -3.58500 0.22
H -3.21055 3.45993 -3.69294 0.32
H -1.16783 3.77953 -5.99094 0.19
H -2.95070 4.14731 -6.07080 0.45
O 6.35499 -1.10927 1.29852 -0.60
C 6.74307 -0.40633 2.19983 0.90
O 6.40809 0.85439 2.30508 -0.42
C 5.45199 1.41991 1.35736 0.22
C 6.09424 1.75434 0.03684 -1.17
C 7.58802 -0.83791 3.39784 -1.13
H 5.10537 2.32876 1.76012 0.36
H 4.56536 0.80937 1.30175 0.03
H 7.00748 2.26681 0.30419 0.34
H 5.46574 2.40204 -0.53552 0.34
H 6.37638 0.83035 -0.51072 0.23
H 7.08585 -1.58902 3.97001 0.26
H 7.61705 0.03744 4.03629 0.34
H 8.63600 -1.04573 3.30164 0.34
O -3.77644 2.02654 4.14693 -0.51
C -3.48126 2.39955 5.28808 0.52
O -4.32021 2.41777 6.31139 -0.35
C -5.71216 2.40418 5.89674 0.13
C -6.62065 2.68561 7.04814 -1.30
C -2.09048 2.77853 5.59772 -0.35
H -5.89924 1.40768 5.56637 0.24
H -5.72139 3.08841 5.04924 0.16
H -7.61103 2.25790 6.95556 0.37
H -6.84150 3.77302 7.23397 0.30
H -6.28203 2.27546 7.99150 0.33
H -1.48173 2.01910 5.19204 0.11
H -1.77226 2.80862 6.61662 0.41
H -1.95924 3.67082 5.00547 -0.10

***

(2)
76
Properties=species:S:1:pos:R:3:mulliken_charge:R:1 method="wB97M-V/def2-TZVPD" e_above_lowest_kcal_mol=158.7 homo_energy_ev=-7.8 spin_multiplicity=1 smiles="NC(N)=O.NC(N)=O.NC(N)=O.NC(N)=O.NC(N)=O.CCO.CCO.CO.CO.CO"
N -1.90875 -2.71767 -2.03232 0.04
C -2.84075 -2.94467 -1.18532 0.50
N -3.71575 -3.67567 -1.71532 -0.44
O -2.87175 -2.48867 0.10168 -0.68
H -1.06975 -2.29367 -1.61132 -0.24
H -1.92275 -2.90567 -3.00832 0.19
H -4.48875 -4.03367 -1.14832 0.28
H -3.80675 -3.49067 -2.68032 0.16
N 3.45525 -0.17467 -1.73732 -0.14
C 3.44325 -0.04967 -0.46932 0.28
N 2.65825 -0.83767 0.18868 -0.22
O 4.35825 0.82633 0.17968 -0.75
H 3.82525 0.57833 -2.29332 0.21
H 2.93125 -0.91667 -2.22232 0.32
H 2.87825 -0.90567 1.21568 0.18
H 2.00825 -1.54367 -0.18632 0.28
N 2.04225 -3.92367 -2.34332 -0.40
C 1.46025 -2.81967 -2.23732 0.63
N 1.81325 -2.02367 -3.12432 -0.48
O 0.69625 -2.49267 -1.09232 -0.90
H 1.88725 -4.53567 -1.55932 0.31
H 2.66925 -4.21767 -3.11732 0.20
H 1.24625 -1.28467 -3.24332 0.24
H 2.41325 -2.24567 -3.92932 0.23
N -3.29175 0.29133 2.54768 -0.20
C -3.05175 -0.87867 3.11968 0.37
N -3.63275 -1.84867 2.49968 -0.44
O -2.29075 -1.03067 4.30068 -0.83
H -2.79175 1.16733 2.95268 0.29
H -3.71375 0.42433 1.63568 0.32
H -3.42475 -2.79067 2.84268 0.29
H -3.40575 -1.93567 1.48268 0.43
N 0.72125 2.59233 4.59668 -0.40
C 0.09025 2.19233 3.51268 0.55
N 0.90025 2.03933 2.48568 -0.10
O -1.28075 2.19633 3.53768 -0.77
H 0.14325 2.79933 5.42068 0.27
H 1.76625 2.49533 4.60368 0.20
H 0.70025 1.54433 1.57868 -0.21
H 1.87025 2.16533 2.67468 0.22
C 4.25325 3.72133 -0.94232 -1.17
C 2.83825 3.24233 -1.34232 0.07
O 3.03425 2.53033 -2.57132 -0.49
H 4.87525 2.87133 -0.70132 0.23
H 4.13825 4.35933 -0.06332 0.35
H 4.74325 4.29833 -1.69432 0.37
H 2.29925 4.15533 -1.42632 0.48
H 2.35625 2.67133 -0.50832 -0.16
H 3.14425 3.10533 -3.33432 0.26
C -2.87075 1.90333 -0.97532 -0.76
C -3.64875 0.60333 -1.11832 0.46
O -4.41875 0.44433 0.00768 -0.59
H -2.23175 1.88733 -0.11232 0.08
H -3.51075 2.74033 -0.79032 0.48
H -2.23175 2.15833 -1.83832 -0.02
H -2.94475 -0.18867 -1.12332 -0.32
H -4.20075 0.67133 -2.05032 0.48
H -5.26375 0.00933 -0.24032 0.26
C 1.05925 -1.32267 4.05168 -0.29
O 0.36325 -1.44467 5.27368 -0.60
H 0.43325 -1.79167 3.26868 0.15
H 2.00425 -1.84767 4.11268 0.37
H 1.16825 -0.22767 3.84168 0.02
H -0.59475 -1.25267 5.09968 0.48
C -0.47275 -0.16767 0.79368 -0.96
O 0.40225 0.35933 -0.20932 0.38
H 0.15725 -0.77067 1.45968 0.39
H -1.05875 -0.91767 0.28268 0.21
H -1.06775 0.63533 1.26868 0.25
H 1.30525 -0.02467 -0.08232 0.13
C -0.02475 1.38933 -3.42132 -0.66
O -0.38475 0.23333 -2.71032 -0.46
H -0.33275 1.45433 -4.46432 0.31
H 1.05925 1.39433 -3.45232 0.12
H -0.52675 2.29233 -3.03532 0.26
H -0.31875 0.51933 -1.79432 0.13

***

no.,calculated total energy (eV)
1,-107576.56492
2,-48530.35432